No. 1
C14H13N3O3 in the gas phase, computed with wB97M-V/def2-TZVPD.

The calculation puts the gap between HOMO and LUMO at 7.60 eV. The LUMO energy is -0.0463 hartree. As for the structure (SMILES): CCOC(=O)Cc1nc2ccccc2n(CC#N)c1=O. Its energy above the lowest of the compared OMol25 structures with the same formula, charge and spin is 279.21 kcal per mole. The strongest force on any atom comes out at 18.03 eV/Å. As for the total charge: 0.

Last column: Mulliken charge in e.
Atoms and positions in Å:
1 C -4.170 -0.946 -1.440  -1.255
2 C -3.181 0.274 -1.393  -0.287
3 O -2.386 -0.032 -0.458  -0.206
4 C -2.922 0.340 0.966  0.431
5 O -4.076 0.649 1.330  -0.577
6 C -1.803 0.252 1.845  -0.951
7 C -0.491 0.104 1.249  0.616
8 N 0.201 -1.099 1.370  -0.529
9 C 1.316 -0.993 0.789  0.825
10 C 1.909 -2.340 0.722  -0.639
11 C 3.256 -2.797 0.104  -0.733
12 C 3.858 -1.466 -0.415  -0.506
13 C 3.219 -0.335 -0.648  -0.300
14 C 1.919 -0.149 0.216  0.924
15 N 1.362 0.929 0.114  -0.053
16 C 1.855 2.291 -0.514  -0.729
17 C 3.070 2.691 -0.118  0.269
18 N 3.973 3.139 0.611  -0.495
19 C 0.063 1.222 0.756  0.492
20 O -0.363 2.461 0.578  -0.806
21 H -4.835 -0.941 -0.692  0.445
22 H -4.891 -0.865 -2.524  0.257
23 H -3.580 -1.799 -1.616  0.350
24 H -2.551 0.511 -2.302  0.347
25 H -3.889 1.144 -1.248  0.272
26 H -1.888 1.073 2.729  0.345
27 H -1.992 -0.697 2.621  0.331
28 H 1.554 -3.071 1.321  0.467
29 H 3.738 -3.758 0.257  0.376
30 H 4.881 -1.671 -0.934  0.279
31 H 3.728 0.658 -1.274  0.175
32 H 1.125 3.154 -0.486  0.353
33 H 1.988 2.066 -1.517  0.513

---

No. 2
C14H13N3O3S2 in the gas phase, computed with wB97M-V/def2-TZVPD.

The calculation puts the gap between HOMO and LUMO at 7.26 eV. The LUMO energy is -0.0127 hartree. As for the structure (SMILES): CCSc1nnc(NC(=O)/C=C/c2ccc3c(c2)OCO3)s1. Its energy above the lowest of the compared OMol25 structures with the same formula, charge and spin is 270.71 kcal per mole. The strongest force on any atom comes out at 18.21 eV/Å. As for the total charge: 0.

Last column: Mulliken charge in e.
Atoms and positions in Å:
1 C 5.977 -6.229 -1.194  -1.142
2 C 4.823 -5.150 -1.526  -0.261
3 S 4.148 -4.551 -0.168  -0.259
4 C 3.240 -3.371 -0.806  0.563
5 N 3.130 -3.205 -2.128  -0.287
6 N 1.987 -2.452 -2.261  -0.608
7 C 1.537 -1.859 -1.231  0.346
8 N 0.574 -0.752 -1.365  -0.043
9 C 0.199 -0.208 -0.011  0.697
10 O 0.528 -0.636 0.991  -0.537
11 C -1.020 0.810 -0.631  -0.932
12 C -1.430 1.560 0.647  -0.311
13 C -2.549 2.467 0.490  0.920
14 C -2.869 3.059 -0.754  -0.962
15 C -3.980 4.090 -0.906  -0.894
16 C -4.309 4.580 0.387  0.581
17 C -3.953 4.122 1.792  0.606
18 C -2.789 3.175 1.752  -0.933
19 O -4.230 4.806 2.757  -0.328
20 C -5.288 5.709 2.200  -0.212
21 O -5.130 5.592 0.717  -0.482
22 S 2.136 -2.395 0.264  -0.096
23 H 5.503 -7.061 -0.530  0.295
24 H 6.300 -6.806 -2.239  0.264
25 H 6.806 -5.907 -0.730  0.413
26 H 5.248 -4.372 -2.029  0.362
27 H 4.006 -5.647 -2.081  0.285
28 H 0.270 -0.564 -2.138  0.085
29 H -1.135 1.114 -1.531  0.382
30 H -0.984 1.280 1.497  0.568
31 H -2.688 2.585 -1.466  0.623
32 H -4.417 4.384 -1.862  0.415
33 H -2.534 2.687 2.653  0.338
34 H -5.225 6.536 2.532  0.312
35 H -6.428 5.523 2.490  0.231

---

No. 3
A molecular structure, C14H13NSW, computed with wB97M-V/def2-TZVPD.

The calculation puts the gap between HOMO and LUMO (alpha / beta) at 5.11 / 6.58 eV. The LUMO energy (alpha / beta) is -0.4007 / -0.3481 hartree. Its energy above the lowest of the compared OMol25 structures with the same formula, charge and spin is 24.65 kcal per mole. The strongest force on any atom comes out at 2.65 eV/Å. The spin multiplicity is 3. As for the total charge: +2.

Last column: Mulliken charge in e.
Atoms and positions in Å:
1 W -0.353 -0.602 -1.140  1.017
2 C -2.455 -4.533 -1.188  -0.678
3 H -1.726 -3.731 -0.986  -0.178
4 H -3.131 -4.127 -1.956  0.312
5 H -2.971 -4.789 -0.255  0.278
6 H -1.872 -5.348 -1.560  0.290
7 H 0.283 -0.876 -2.713  0.036
8 S 1.566 2.668 1.153  -0.059
9 C 0.125 3.303 0.317  0.682
10 C -0.175 4.608 -0.085  -0.402
11 C -1.349 4.837 -0.815  -0.585
12 C -2.149 3.768 -1.258  -0.647
13 C -1.820 2.441 -0.906  -0.881
14 C -0.704 2.261 -0.094  0.722
15 N -0.111 1.013 0.076  -0.305
16 C 1.011 1.041 0.852  0.272
17 C 1.609 -0.253 1.068  0.947
18 C 2.766 -0.542 1.851  -0.556
19 C 3.097 -1.876 2.071  -0.576
20 C 2.310 -2.912 1.556  -0.568
21 C 1.223 -2.628 0.696  -0.419
22 C 0.916 -1.310 0.407  0.251
23 H 0.498 5.427 0.157  0.420
24 H -1.672 5.853 -1.068  0.413
25 H -3.033 3.941 -1.870  0.409
26 H -2.393 1.577 -1.242  0.247
27 H 3.366 0.289 2.250  0.415
28 H 3.983 -2.123 2.657  0.429
29 H 2.544 -3.956 1.783  0.421
30 H 0.620 -3.423 0.245  0.292

---

No. 4
A molecular structure, C14H14AuN6O4S, computed with wB97M-V/def2-TZVPD.

The calculation puts the gap between HOMO and LUMO at 7.57 eV. The LUMO energy is -0.1748 hartree. Its energy above the lowest of the compared OMol25 structures with the same formula, charge and spin is 0.00 kcal per mole. The strongest force on any atom comes out at 1.31 eV/Å. As for the total charge: +1.

Last column: Mulliken charge in e.
Atoms and positions in Å:
1 Au -0.161 0.589 -1.572  0.898
2 C 3.242 -1.910 -0.951  -1.526
3 C 2.249 -0.803 -1.058  0.920
4 N 1.186 -0.890 -1.788  0.580
5 N 0.918 -2.017 -2.485  -1.136
6 C -0.213 -1.981 -3.126  0.740
7 N -0.545 -3.022 -3.895  -0.385
8 S -1.398 -0.690 -3.056  -0.428
9 C 2.425 0.453 -0.320  0.620
10 C 3.518 0.729 0.475  -0.514
11 C 3.560 1.936 1.163  -0.442
12 C 2.528 2.846 1.019  -0.711
13 C 1.474 2.523 0.181  -0.143
14 N 1.437 1.355 -0.452  -0.423
15 H 2.894 -2.785 -1.486  0.360
16 H 3.398 -2.164 0.100  0.391
17 H 4.201 -1.598 -1.368  0.424
18 H 0.097 -3.790 -3.997  0.237
19 H -1.413 -3.039 -4.400  0.190
20 H 4.329 0.019 0.556  0.409
21 H 4.400 2.157 1.809  0.442
22 H 2.533 3.793 1.538  0.426
23 H 0.648 3.199 -0.001  0.516
24 C -0.958 -2.211 1.570  -1.209
25 C -1.646 -0.905 1.383  0.049
26 N -1.384 -0.011 0.455  0.062
27 C -2.256 1.029 0.639  0.353
28 C -3.059 0.772 1.715  -0.081
29 N -2.655 -0.452 2.165  -0.013
30 C -4.174 1.452 2.441  0.529
31 O -4.549 2.639 2.009  -0.523
32 O -4.667 0.885 3.381  -0.583
33 C -2.213 2.188 -0.282  0.859
34 O -2.933 3.146 -0.097  -0.763
35 O -1.357 2.163 -1.289  -0.675
36 H -0.238 -2.360 0.767  0.168
37 H -1.673 -3.034 1.551  0.357
38 H -0.434 -2.244 2.527  0.323
39 H -3.096 -0.901 2.957  0.250
40 H -4.014 2.933 1.222  0.449

---

No. 5
C14H14BrNO3 in the gas phase, computed with wB97M-V/def2-TZVPD.

The calculation puts the gap between HOMO and LUMO at 8.34 eV. The LUMO energy is -0.0007 hartree. As for the structure (SMILES): CC(=O)CC1=C(NCc2ccccc2)[C@H](Br)C(=O)O1. Its energy above the lowest of the compared OMol25 structures with the same formula, charge and spin is 33.23 kcal per mole. The strongest force on any atom comes out at 3.26 eV/Å. As for the total charge: 0.

Last column: Mulliken charge in e.
Atoms and positions in Å:
1 C 2.493 0.315 -3.131  -1.037
2 C 1.226 -0.575 -2.930  0.698
3 O 0.334 -0.498 -3.754  -0.587
4 C 1.149 -1.717 -1.891  -0.845
5 C 1.467 -1.337 -0.494  0.087
6 C 1.226 -0.136 0.150  0.024
7 N 0.467 0.969 -0.303  -0.034
8 C -0.962 0.851 -0.723  -1.173
9 C -1.849 0.701 0.480  0.704
10 C -2.049 1.768 1.346  -0.276
11 C -2.847 1.665 2.503  -0.712
12 C -3.488 0.451 2.789  -0.389
13 C -3.279 -0.647 1.953  -0.721
14 C -2.477 -0.514 0.802  -0.140
15 C 1.957 -0.128 1.435  0.453
16 Br 3.242 1.333 1.276  -0.118
17 C 2.570 -1.517 1.417  0.229
18 O 3.293 -1.956 2.274  -0.565
19 O 2.220 -2.184 0.309  -0.456
20 H 2.830 0.688 -2.151  0.198
21 H 3.327 -0.270 -3.547  0.346
22 H 2.250 1.165 -3.769  0.316
23 H 0.147 -2.115 -1.933  0.308
24 H 1.841 -2.496 -2.287  0.444
25 H 0.680 1.855 0.173  0.304
26 H -1.248 1.731 -1.317  0.441
27 H -1.099 -0.010 -1.392  0.370
28 H -1.575 2.717 1.143  0.375
29 H -2.975 2.496 3.189  0.376
30 H -4.114 0.396 3.643  0.414
31 H -3.770 -1.575 2.256  0.359
32 H -2.334 -1.410 0.161  0.282
33 H 1.346 -0.014 2.323  0.328

---

No. 6
C14H14Cl2N2O2 in the gas phase, computed with wB97M-V/def2-TZVPD.

The calculation puts the gap between HOMO and LUMO at 9.20 eV. The LUMO energy is 0.0197 hartree. As for the structure (SMILES): CC[C@H]1Oc2c(Cl)cc(Cl)cc2[C@H]2CC(C)=NN2C1=O. Its energy above the lowest of the compared OMol25 structures with the same formula, charge and spin is 24.51 kcal per mole. The strongest force on any atom comes out at 3.45 eV/Å. As for the total charge: 0.

Last column: Mulliken charge in e.
Atoms and positions in Å:
1 C -3.154 1.495 1.896  -1.202
2 C -1.745 0.947 2.095  -0.528
3 C -0.685 1.660 1.246  0.358
4 O 0.663 1.296 1.673  -0.638
5 C 1.019 -0.009 1.536  -0.120
6 C 1.223 -0.768 2.705  0.544
7 Cl 1.052 -0.039 4.304  -0.188
8 C 1.535 -2.116 2.620  -0.518
9 C 1.601 -2.745 1.385  -0.166
10 Cl 2.006 -4.459 1.314  -0.224
11 C 1.441 -1.982 0.225  -0.598
12 C 1.158 -0.610 0.295  0.315
13 C 1.047 0.302 -0.918  0.390
14 C 1.501 -0.154 -2.301  -0.883
15 C 0.246 -0.040 -3.113  0.739
16 C 0.157 -0.302 -4.576  -1.226
17 N -0.796 0.429 -2.425  -1.156
18 N -0.363 0.656 -1.156  0.829
19 C -0.999 1.527 -0.267  0.195
20 O -1.944 2.209 -0.691  -0.632
21 H -3.532 1.198 0.917  0.312
22 H -3.787 1.023 2.673  0.387
23 H -3.178 2.593 1.966  0.288
24 H -1.669 -0.136 1.889  0.277
25 H -1.464 1.074 3.131  0.351
26 H -0.807 2.691 1.516  0.372
27 H 1.757 -2.716 3.493  0.439
28 H 1.557 -2.469 -0.734  0.416
29 H 1.634 1.196 -0.714  0.204
30 H 2.270 0.467 -2.747  0.382
31 H 1.917 -1.170 -2.346  0.303
32 H 0.565 -1.232 -4.899  0.356
33 H 0.674 0.493 -5.103  0.274
34 H -0.899 -0.311 -4.889  0.350

---

No. 7
C14H14ClN3O3 in the gas phase, computed with wB97M-V/def2-TZVPD.

The calculation puts the gap between HOMO and LUMO at 8.29 eV. The LUMO energy is -0.0213 hartree. As for the structure (SMILES): COCCc1nn(C)c2c1c(=O)c1cc(Cl)ccc1n2O. Its energy above the lowest of the compared OMol25 structures with the same formula, charge and spin is 166.39 kcal per mole. The strongest force on any atom comes out at 7.28 eV/Å. As for the total charge: 0.

Last column: Mulliken charge in e.
Atoms and positions in Å:
1 C 2.491 1.132 -3.339  -0.658
2 O 1.680 -0.041 -3.668  -0.401
3 C 0.325 0.175 -4.135  -0.668
4 C -0.491 -0.448 -2.878  -0.548
5 C -0.628 0.415 -1.635  0.022
6 N -0.381 1.756 -1.564  -0.775
7 N -0.460 2.063 -0.208  0.372
8 C 0.492 3.076 0.330  -0.985
9 C -0.698 0.855 0.503  -0.640
10 C -0.842 -0.246 -0.313  0.976
11 C -0.938 -1.629 0.258  0.608
12 O -1.163 -2.556 -0.495  -0.664
13 C -0.616 -1.708 1.676  0.409
14 C -0.392 -2.942 2.353  -0.893
15 C -0.296 -3.109 3.715  0.294
16 Cl 0.200 -4.690 4.267  -0.205
17 C -0.214 -1.920 4.535  -0.525
18 C -0.439 -0.686 3.867  -0.437
19 C -0.548 -0.562 2.488  0.075
20 N -0.736 0.658 1.839  0.243
21 O -1.957 1.298 2.349  -0.476
22 H 2.415 2.010 -3.956  0.309
23 H 2.377 1.453 -2.282  0.168
24 H 3.466 0.849 -3.710  0.350
25 H 0.035 -0.253 -5.065  0.392
26 H 0.190 1.204 -4.153  0.419
27 H -1.515 -0.503 -3.120  0.408
28 H -0.121 -1.462 -2.548  0.313
29 H 0.303 3.973 -0.268  0.352
30 H 1.519 2.748 0.276  0.294
31 H 0.216 3.291 1.392  0.352
32 H -0.255 -3.833 1.759  0.459
33 H -0.093 -1.984 5.648  0.339
34 H -0.390 0.282 4.391  0.378
35 H -2.535 1.334 1.690  0.343